1.
C42H29Cl2IIrN5O11P | wB97M-V/def2-TZVPD

## Properties
- HOMO (spin up / spin down) (eV) = -12.0 / -12.0
- total charge = +2
- energy above the lowest of the compared OMol25 structures with the same formula, charge and spin (eV) = 1.7786
- total energy (a.u.) = -4382.2696
- 2S+1 = 2
- Kohn-Sham gap (spin up / spin down) (eV) = 4.78 / 4.78

Each line ends with the Löwdin charge.
Positions of all 92 atoms, in Å:
Ir -1.47976 1.74793 -0.35884  1.298
I 0.45193 -3.04571 -2.03311  1.662
C 1.73949 -4.67963 -1.64235  -0.475
C 1.82781 -5.69335 -2.54148  -0.087
C 2.71375 -6.75512 -2.24634  -0.026
C 3.44952 -6.73953 -1.09813  0.017
C 3.34917 -5.67194 -0.17033  -0.132
C 4.11273 -5.64300 1.02150  0.030
C 4.00635 -4.60758 1.90706  -0.014
C 3.12644 -3.54170 1.64728  -0.051
C 2.36760 -3.53485 0.49884  -0.288
P 1.25583 -2.17814 0.14154  0.978
C 2.13640 -0.67685 -0.25113  -0.343
C 3.08395 -0.22952 0.67283  -0.068
C 3.77970 0.93974 0.41985  -0.030
C 3.54485 1.65348 -0.74728  -0.018
C 2.61743 1.19501 -1.67244  -0.046
C 1.91065 0.03109 -1.42886  -0.117
C -0.17109 -2.17984 1.18441  -0.373
C -0.10239 -2.89315 2.38570  -0.068
C -1.21854 -2.96764 3.20271  -0.035
C -2.39970 -2.35737 2.81589  -0.019
C -2.47237 -1.66886 1.60765  -0.038
C -1.36559 -1.56692 0.79173  -0.111
C 2.46403 -4.59936 -0.43468  -0.206
H 1.25156 -5.70415 -3.45694  0.122
H 2.79929 -7.57389 -2.94665  0.128
H 4.12951 -7.55204 -0.87720  0.135
H 4.78749 -6.46551 1.22247  0.136
H 4.59167 -4.59863 2.81570  0.128
H 3.04614 -2.74404 2.37662  0.108
H 3.27594 -0.76087 1.59166  0.092
H 4.51020 1.28842 1.13761  0.129
H 4.09882 2.56192 -0.94397  0.127
H 2.45294 1.74102 -2.59139  0.112
H 1.19441 -0.31292 -2.16531  0.040
H 0.80559 -3.38746 2.69559  0.103
H -1.15713 -3.50294 4.13977  0.127
H -3.27323 -2.42062 3.45071  0.127
H -3.39927 -1.20112 1.30302  0.123
H -1.48243 -1.03891 -0.14384  0.054
Cl -5.28170 7.39454 1.84756  0.716
C -4.34549 5.95667 1.66023  -0.658
C -3.49299 5.55500 2.70297  -0.082
C -2.74187 4.41749 2.58711  -0.560
Cl -1.69322 3.93780 3.87459  0.774
C -2.77205 3.61326 1.41802  -0.354
O -2.04110 2.54163 1.39000  -0.221
C -3.63710 4.04137 0.37050  -0.121
C -3.82923 3.32284 -0.84228  -0.134
O -3.18977 2.33934 -1.28448  -0.147
C -4.42449 5.21115 0.52364  -0.048
H -3.42978 6.15026 3.60400  0.120
H -4.65225 3.66032 -1.47746  0.146
H -5.08648 5.51415 -0.27732  0.123
O 3.45492 3.92063 5.24805  0.099
N 3.01591 4.47286 4.26095  -0.351
O 3.18594 5.63365 3.96171  0.108
C 2.19816 3.65716 3.35477  -0.125
C 1.96982 2.32155 3.66517  0.100
C 1.21971 1.58882 2.79067  -0.076
C 0.70938 2.05947 1.54964  -0.288
O 0.15464 1.20669 0.76480  -0.201
C 0.91335 3.45347 1.35268  -0.072
C 1.64081 4.23393 2.24152  0.089
N 0.32418 4.16467 0.23441  -0.301
O 0.01721 3.52103 -0.78958  -0.054
O 0.14907 5.34967 0.32158  0.157
N 0.81850 0.23495 3.18922  -0.306
O 1.70169 -0.58106 3.43286  0.062
O -0.36130 0.01468 3.28358  0.139
H 2.35339 1.89719 4.58327  0.148
H 1.77846 5.28904 2.05245  0.145
O -4.71487 -0.88923 -2.78027  -0.026
C -4.37007 -0.97365 -4.14103  -0.220
N -3.44210 -2.05515 -4.41392  0.129
C -2.11022 -1.99481 -4.27901  -0.476
O -1.37714 -2.96665 -4.45692  -0.039
C -1.47605 -0.67932 -3.91124  -0.155
C -0.54731 -0.08431 -4.76105  0.031
C 0.06383 1.08335 -4.34567  -0.004
C -0.18938 1.56737 -3.07148  -0.119
N -1.01733 0.95142 -2.21882  -0.102
C -1.69491 -0.12305 -2.66093  -0.106
H -5.39926 -1.53578 -2.57462  0.104
H -3.89509 -0.02963 -4.39740  0.133
H -5.24557 -1.10836 -4.77471  0.142
H -3.80351 -2.96805 -4.65631  0.166
H -0.34188 -0.51201 -5.73401  0.141
H 0.74095 1.62206 -4.99372  0.130
H 0.29271 2.45942 -2.69739  0.103
H -2.45878 -0.52327 -2.00624  0.109

2.
C42H30BrF3N2O20 | wB97M-V/def2-TZVPD

## Properties
- HOMO (eV) = -9.0
- total charge = 0
- total energy (a.u.) = -6105.8690
- Kohn-Sham gap (eV) = 7.00
- SMILES = CC[C@H](Br)c1cnc2cc(C(F)(F)F)ccc2n1.O=C1C=C(O)C(=O)C=C1O.O=C1C=C(O)C(=O)C=C1O.O=C1C=C(O)C(=O)C=C1O.O=C1C=C(O)C(=O)C=C1O.O=C1C=C(O)C(=O)C=C1O

Each line ends with the Löwdin charge.
Positions of all 98 atoms, in Å:
C -2.10365 -3.41558 9.15305  -0.169
C -2.22489 -2.64296 7.70323  -0.286
C -1.12186 -1.45239 7.46680  -0.637
Br -0.69707 -0.34935 9.07716  0.683
C -1.52306 -0.55279 6.11709  -0.165
C -2.09331 0.97039 6.20928  -0.036
N -2.46480 1.88668 5.07495  0.052
C -2.26281 1.12185 3.79819  -0.147
C -2.63199 1.94411 2.38895  0.080
C -2.51454 1.24265 0.88436  -0.043
C -2.85552 2.03302 -0.52319  -0.201
F -2.62348 3.50791 -0.31792  -0.018
F -4.27856 1.86382 -0.97329  -0.002
F -1.91932 1.51018 -1.58795  -0.015
C -2.01225 -0.33615 0.72874  0.007
C -1.61960 -1.11767 2.11563  0.004
C -1.74074 -0.40707 3.61887  -0.135
N -1.34221 -1.24761 4.79586  0.076
H -2.77711 -4.40162 9.13337  0.087
H -2.49678 -2.69637 9.99191  0.063
H -1.00281 -3.81612 9.38500  0.093
H -2.03585 -3.44187 6.83692  0.124
H -3.31245 -2.22231 7.49928  0.123
H -0.10782 -2.00286 7.15977  0.117
H -2.23553 1.41738 7.30746  0.094
H -2.99864 3.07326 2.42911  0.113
H -1.94333 -0.80034 -0.36043  0.111
H -1.26131 -2.25314 2.06567  0.103
C 0.23808 4.14120 13.45830  0.078
C 0.86471 3.22012 12.72369  -0.206
C 0.11618 2.11002 12.07176  -0.305
O 0.71688 1.28937 11.38715  0.042
C -1.33798 2.04109 12.28456  0.074
C -1.96392 2.96029 13.02205  -0.206
C -1.21922 4.08553 13.65085  -0.305
O -1.82487 4.92546 14.30801  0.108
O -3.32994 2.89999 13.22836  0.082
O 2.23459 3.26441 12.54040  0.082
H 0.76949 4.95469 13.93597  0.138
H -1.86725 1.21912 11.81981  0.123
H -3.54309 3.67545 13.79204  0.117
H 2.44679 2.49243 11.97180  0.117
C -0.06905 1.17012 -7.30522  0.072
C 0.78614 1.10087 -6.28317  -0.218
C 0.43636 1.64862 -4.94330  -0.297
O 1.23537 1.55340 -4.01836  0.106
C -0.87488 2.29676 -4.78462  0.064
C -1.72853 2.36898 -5.80771  -0.206
C -1.38955 1.79678 -7.13956  -0.303
O -2.20224 1.86223 -8.05575  0.101
O -2.96138 2.97911 -5.66626  0.072
O 2.03014 0.51568 -6.43200  0.063
H 0.17135 0.77408 -8.28383  0.138
H -1.10923 2.70646 -3.81047  0.109
H -3.39320 2.90143 -6.54490  0.116
H 2.45944 0.58802 -5.55181  0.118
C -3.55597 6.00538 -3.08334  0.085
C -4.16685 7.13527 -2.72155  -0.206
C -3.47182 8.44994 -2.80037  -0.307
O -4.06531 9.47339 -2.47889  0.105
C -2.07577 8.46471 -3.26449  0.077
C -1.46396 7.33429 -3.62294  -0.203
C -2.16798 6.02368 -3.57022  -0.283
O -1.58515 5.00410 -3.92365  0.099
O -0.15120 7.34060 -4.05747  0.081
O -5.47046 7.12561 -2.26044  0.080
H -4.05002 5.04323 -3.03322  0.140
H -1.57669 9.42460 -3.30002  0.137
H 0.06159 6.40312 -4.25833  0.116
H -5.68511 8.06378 -2.06536  0.116
C 0.11862 -5.43663 -6.50110  0.076
C -0.49226 -4.30674 -6.13931  -0.208
C 0.20276 -2.99207 -6.21813  -0.299
O -0.39072 -1.96862 -5.89666  0.102
C 1.59882 -2.97730 -6.68225  0.080
C 2.21062 -4.10772 -7.04070  -0.199
C 1.50660 -5.41833 -6.98798  -0.302
O 2.08944 -6.43791 -7.34142  0.108
O 3.52338 -4.10140 -7.47523  0.066
O -1.79588 -4.31639 -5.67820  0.077
H -0.37543 -6.39877 -6.45098  0.136
H 2.09790 -2.01741 -6.71778  0.121
H 3.73618 -5.03889 -7.67609  0.055
H -2.01053 -3.37823 -5.48312  0.115
C 8.42341 -7.11793 -6.76508  0.081
C 7.41371 -6.67582 -7.51724  -0.199
C 6.05538 -6.46708 -6.94364  -0.262
O 5.15207 -6.04182 -7.65510  0.083
C 5.85003 -6.79035 -5.52310  0.091
C 6.85903 -7.23574 -4.77197  -0.202
C 8.22336 -7.41804 -5.33897  -0.303
O 9.13499 -7.81153 -4.61906  0.111
O 6.67238 -7.54404 -3.43694  0.085
O 7.59350 -6.39413 -8.85905  0.086
H 9.41629 -7.27201 -7.16852  0.140
H 4.85377 -6.65105 -5.12335  0.141
H 7.55006 -7.84284 -3.11305  0.118
H 6.71732 -6.08963 -9.18135  0.120

Table of molecular weight (g/mol), in record order: 1200.7, 1019.6